Entry 1:
DFT (the ωB97M-V functional and the def2-TZVPD basis) results for 2 unconnected molecules or ions with the total composition H4S2.

Output
- strongest force on any atom (Eh/bohr) = 0.005
- orbital gap (eV) = 10.538
- spin multiplicity = 1
- LUMO (eV) = 0.76
- total charge = 0

Last column: natural (NBO) charge in e.
Atoms and positions in Å:
1 S -0.1874 3.4557 -1.8949  -0.29
2 S -0.4970 -2.5408 1.8216  -0.29
3 H -0.3789 -3.1544 0.6295  0.14
4 H 0.5579 2.4276 -2.3412  0.14
5 H 0.3913 -3.3729 2.3963  0.14
6 H 0.1141 3.1848 -0.6113  0.14

Entry 2:
DFT (the ωB97M-V functional and the def2-TZVPD basis) results for 2 unconnected molecules or ions with the total composition H4S3 at a distorted geometry.

Output
- strongest force on any atom (Eh/bohr) = 0.031
- orbital gap (alpha / beta) (eV) = 8.594 / 3.015
- <S²> = 0.75
- spin multiplicity = 2
- LUMO (alpha / beta) (eV) = -5.53 / -10.09
- total charge = +1

Last column: Löwdin spin population.
Atoms and positions in Å:
1 S 2.4171 0.1119 0.7509  0.44
2 S 1.7699 0.1635 -1.2387  0.33
3 S -2.8567 -0.2406 0.0340  0.17
4 H 0.5866 0.6995 -0.8657  0.03
5 H 2.1443 -1.2048 1.0187  0.03
6 H -2.5089 1.0509 0.1203  0.01
7 H -1.5524 -0.5804 0.1804  0.00

Entry 3:
DFT (the ωB97M-V functional and the def2-TZVPD basis) results for 25 unconnected molecules or ions with the total composition H50O25 at a distorted geometry.

Output
- strongest force on any atom (Eh/bohr) = 0.025
- orbital gap (eV) = 8.611
- spin multiplicity = 1
- LUMO (eV) = -0.83
- total charge = 0

Last column: Mulliken charge in e.
Atoms and positions in Å:
1 O 2.4220 -4.3252 1.5037  -0.63
2 O 3.1780 3.2390 3.8267  -0.63
3 O -0.2559 -0.2103 -0.0763  -0.55
4 O -3.6137 2.3230 1.2769  -0.54
5 O 1.5059 0.7155 -2.4200  -0.57
6 O 4.2156 2.1901 -0.8085  -0.58
7 O -2.2024 0.4519 3.3589  -0.56
8 O -2.2590 -1.6542 -4.4725  -0.70
9 O 1.1326 1.7900 0.7780  -0.48
10 O 4.0025 -3.6333 -3.0326  -0.64
11 O -4.2052 2.1687 -1.4857  -0.64
12 O -0.5314 4.4197 1.3250  -0.56
13 O -3.2323 -1.5626 0.8286  -0.58
14 O -1.1056 -3.8682 -3.9098  -0.69
15 O -0.3373 -0.4737 5.3310  -0.59
16 O 0.9954 -6.5349 0.9838  -0.61
17 O 2.5986 4.4158 -0.2531  -0.64
18 O -0.3630 0.6090 -4.3536  -0.71
19 O -1.5196 1.6916 -1.7933  -0.31
20 O -0.7656 3.3781 -3.8661  -0.73
21 O -3.0046 -4.3333 1.2937  -0.63
22 O -1.5125 -3.0398 3.0318  -0.66
23 O 2.6855 0.7075 5.7754  -0.60
24 O 1.4379 -4.7421 -2.7142  -0.62
25 O -1.8170 5.2244 -1.8465  -0.65
26 H 0.1705 0.4592 0.4587  0.31
27 H -1.7963 4.6022 -1.1195  0.28
28 H 3.7969 3.3681 4.5454  0.30
29 H -0.1891 2.8091 -4.3761  0.35
30 H 0.4088 -0.8906 -0.1841  0.25
31 H -3.0173 1.7836 1.7962  0.26
32 H -0.8392 2.9449 -3.0156  0.23
33 H -1.9137 -2.5333 -4.3168  0.48
34 H -0.1419 5.1538 0.8500  0.26
35 H 4.5402 1.8699 0.0331  0.31
36 H -1.2711 0.4407 3.5800  0.33
37 H -1.0607 0.8123 -3.7306  0.35
38 H -3.1155 -4.0318 0.3920  0.30
39 H -2.4347 1.6407 -1.5174  0.32
40 H 4.7714 -3.0989 -2.8338  0.29
41 H 1.9274 -3.6194 1.9201  0.30
42 H -0.2685 -3.7859 -3.4529  0.34
43 H 2.0358 0.6000 5.0807  0.33
44 H -2.6120 0.9441 4.0704  0.25
45 H 2.2587 -4.7510 -3.2066  0.38
46 H 3.2687 1.3952 5.4542  0.29
47 H -4.7654 1.3959 -1.4129  0.28
48 H -2.1051 -3.4723 2.4170  0.44
49 H -3.5184 -0.7426 0.4262  0.25
50 H -2.7533 -5.2531 1.2099  0.30
51 H 1.9981 5.1612 -0.2544  0.24
52 H 1.3831 -5.6744 0.8242  0.35
53 H 3.6143 2.8989 -0.5799  0.34
54 H -3.3049 3.2191 1.4107  0.28
55 H 0.3687 2.3599 0.8665  0.24
56 H -4.2782 2.5992 -0.6340  0.30
57 H 3.6711 2.7458 3.1710  0.31
58 H -0.9124 -4.4207 -4.6672  0.31
59 H 3.4526 4.7960 -0.0473  0.31
60 H 0.7264 -6.8413 0.1178  0.31
61 H -0.8906 0.0385 5.9207  0.28
62 H -2.2768 -1.5329 0.7807  0.26
63 H -1.4030 -2.1568 2.6788  0.27
64 H -1.5142 -1.0730 -4.3183  0.35
65 H 3.2978 -4.2616 1.8847  0.29
66 H 0.3909 0.3893 -3.8064  0.41
67 H -1.5807 4.7042 -2.6145  0.45
68 H 1.8416 2.3778 0.5172  0.16
69 H -1.2532 4.8090 1.8185  0.27
70 H 1.4434 -5.5639 -2.2235  0.26
71 H 2.3582 1.0089 -2.7421  0.24
72 H -1.1105 0.9146 -1.4122  0.24
73 H 3.3079 -3.2676 -2.4848  0.31
74 H 0.2549 -0.9513 5.9118  0.28
75 H 1.5905 0.7333 -1.4667  0.27

Entry 4:
DFT (the ωB97M-V functional and the def2-TZVPD basis) results for 25 unconnected molecules or ions with the total composition H50O25 at a distorted geometry.

Output
- strongest force on any atom (Eh/bohr) = 0.043
- orbital gap (eV) = 10.967
- spin multiplicity = 1
- LUMO (eV) = -0.13
- total charge = 0

Last column: Mulliken charge in e.
Atoms and positions in Å:
1 O -0.1898 3.3820 -4.1047  -0.61
2 O -1.2981 -2.3458 -1.3470  -0.79
3 O -1.3004 3.0871 -0.0747  -0.68
4 O -1.5774 -0.1087 -2.7417  -0.49
5 O 1.1222 0.2295 0.9098  -0.31
6 O 1.8676 1.9450 4.6655  -0.73
7 O -0.4392 -2.9318 1.0843  -0.64
8 O 0.9990 2.9334 2.1412  -0.69
9 O 0.9370 2.2751 -1.3281  -0.54
10 O -2.2794 -0.5300 3.4021  -0.60
11 O 0.8378 -5.0545 0.1253  -0.74
12 O 0.6291 -1.2212 3.1398  -0.64
13 O -4.6190 0.6378 2.4072  -0.60
14 O 2.2551 -1.4930 -1.3037  -0.63
15 O -1.6762 0.3680 0.9158  -0.15
16 O -0.4454 5.6165 0.0565  -0.61
17 O 2.8411 -2.2933 2.8849  -0.78
18 O -3.6327 -2.4351 1.9765  -0.78
19 O 3.6802 0.2464 3.0550  -0.74
20 O 0.3503 -2.6403 -3.5573  -0.64
21 O 2.3305 4.9800 -0.9767  -0.68
22 O -3.6126 -1.1170 -0.7206  -0.62
23 O 1.2975 0.1294 -3.5913  -0.65
24 O -0.8404 -0.5476 -5.3453  -0.71
25 O 3.3657 -3.5069 0.0412  -0.64
26 H -0.9908 4.0134 0.0440  0.31
27 H -3.9876 -2.1259 1.1163  0.32
28 H -0.8348 -2.6070 -2.1432  0.35
29 H 1.1737 3.5872 1.4281  0.25
30 H 0.1705 -5.0805 -0.5833  0.34
31 H 2.9667 4.7782 -0.2755  0.33
32 H 1.3008 2.0768 1.8465  0.36
33 H -1.6140 0.7871 -2.3352  0.26
34 H 1.1818 1.2485 4.7157  0.34
35 H -2.7842 -1.5805 -0.9653  0.38
36 H 0.0720 2.3374 -0.8268  0.38
37 H 1.6247 2.4740 3.8601  0.40
38 H 0.0143 -2.2896 1.6266  0.25
39 H 0.2509 0.4027 0.5559  0.17
40 H -1.3520 -0.7301 -2.0488  0.42
41 H 0.0851 -2.5639 -4.4908  0.37
42 H 1.6268 -4.6247 -0.2797  0.38
43 H 3.0680 -2.4900 1.9453  0.30
44 H 2.3588 -0.9694 -2.0947  0.23
45 H -1.3919 -0.7738 -6.1087  0.30
46 H 4.1432 -4.0410 -0.1890  0.26
47 H 2.0363 -0.8542 -0.6062  0.28
48 H -0.7791 -2.5673 -0.5150  0.33
49 H 0.6976 -1.7750 -3.3255  0.31
50 H 0.3061 3.2715 -3.2863  0.34
51 H -1.0611 3.0333 -3.9783  0.31
52 H -0.0340 -1.6353 3.7061  0.18
53 H 1.8377 4.1725 -1.1584  0.30
54 H 0.8356 -0.4202 1.5830  0.16
55 H 3.1233 0.8001 3.6668  0.43
56 H 3.5237 0.6369 2.2001  0.29
57 H -0.8758 6.4448 -0.2169  0.29
58 H 0.1480 -3.7233 0.9516  0.37
59 H -2.9468 -1.1793 3.0461  0.45
60 H -2.7090 0.0415 4.0437  0.25
61 H -4.9490 0.0230 1.7291  0.30
62 H 1.4577 0.9928 -4.0286  0.29
63 H 3.2525 -2.7469 -0.5733  0.44
64 H 0.4513 -0.0482 -4.0248  0.23
65 H 0.3462 5.7066 -0.5129  0.34
66 H -4.1365 -0.9313 -1.5370  0.27
67 H -3.8744 1.0474 1.9406  0.31
68 H -2.7245 -2.6587 1.7961  0.34
69 H -2.0145 0.0578 1.7617  0.06
70 H 3.2789 -1.3929 3.0358  0.52
71 H 0.8310 1.5584 -1.9844  0.26
72 H -1.4153 -0.3398 -4.5837  0.39
73 H -2.3872 0.0568 0.3529  0.20
74 H -1.3916 2.7637 0.8507  0.32
75 H 1.4883 -1.7687 3.1553  0.44

Entry 5:
DFT (the ωB97M-V functional and the def2-TZVPD basis) results for 27 unconnected molecules or ions with the total composition H54O27 at a distorted geometry.

Output
- strongest force on any atom (Eh/bohr) = 0.024
- orbital gap (eV) = 9.233
- spin multiplicity = 1
- LUMO (eV) = -1.04
- total charge = 0

Last column: Mulliken charge in e.
Atoms and positions in Å:
1 O 4.3479 1.3025 -2.1627  -0.65
2 O -2.9503 3.1180 2.6986  -0.56
3 O -1.8393 5.0166 -0.3909  -0.62
4 O -3.1217 -0.8607 1.5464  -0.47
5 O 2.9847 3.3894 3.1534  -0.61
6 O 1.7002 0.5171 2.7922  -0.45
7 O -2.6182 -4.2406 -1.6344  -0.63
8 O 5.8408 0.6052 0.7805  -0.65
9 O -3.5047 -0.3418 4.5718  -0.63
10 O -0.0890 -1.0211 -5.0634  -0.58
11 O -2.9668 -4.0813 1.1089  -0.61
12 O 2.8186 2.8520 -0.3918  -0.56
13 O 3.3338 -2.3988 2.2000  -0.57
14 O 0.0812 0.3434 0.2633  -0.45
15 O -0.1069 -3.3414 -2.9478  -0.62
16 O -0.0724 5.3366 2.4773  -0.62
17 O 0.7918 -4.4321 2.2618  -0.58
18 O 2.2873 1.6635 -5.5284  -0.59
19 O 1.5614 1.9659 -2.6695  -0.53
20 O 1.2752 -1.0323 -1.7613  -0.37
21 O -4.7310 -2.0829 -1.6337  -0.59
22 O -5.4498 -1.1718 2.6001  -0.68
23 O -0.6719 -2.1621 1.4975  -0.48
24 O -0.7511 1.9421 -4.0833  -0.52
25 O -0.3209 0.2613 4.6079  -0.58
26 O -0.7576 2.7813 0.9850  -0.48
27 O 4.5965 -0.9730 -3.8183  -0.60
28 H -1.6769 4.1737 0.0327  0.40
29 H 0.2036 -0.3657 5.1060  0.27
30 H -5.4398 -2.0463 2.9891  0.30
31 H 4.1680 -2.3076 1.7395  0.30
32 H 1.4353 2.7995 -3.1228  0.22
33 H 3.0025 -3.2550 1.9291  0.27
34 H 0.3410 -4.3058 3.0968  0.30
35 H -1.1610 1.6075 -4.8809  0.25
36 H -2.2491 -1.0771 1.8751  0.32
37 H -0.2618 4.3986 2.5000  0.31
38 H 3.4783 1.5679 -2.4619  0.43
39 H 5.0919 0.4640 1.3597  0.29
40 H 4.7209 -0.4508 -3.0258  0.36
41 H -0.6264 1.9265 0.5747  0.24
42 H -1.3396 -2.8435 1.4190  0.24
43 H 2.2139 2.4877 -1.0383  0.32
44 H -3.8479 -4.4553 1.1103  0.29
45 H -4.1462 -0.2338 3.8696  0.36
46 H 2.2853 3.4605 0.1195  0.29
47 H -0.8723 -1.0919 -4.5178  0.31
48 H -3.7670 3.3156 2.2401  0.27
49 H 1.9566 1.0110 -4.9110  0.27
50 H 2.1267 -1.4305 -1.9418  0.16
51 H -1.4293 2.4773 -3.6712  0.26
52 H -2.0738 5.6047 0.3270  0.26
53 H -0.5260 -3.2293 -3.8011  0.29
54 H -4.6645 -2.9702 -1.9866  0.27
55 H -3.0468 -0.9414 0.5956  0.17
56 H -3.2254 2.8589 3.5780  0.28
57 H 2.7005 4.2478 2.8392  0.31
58 H 0.5357 -0.1134 -0.4445  0.15
59 H -2.6990 -0.5989 4.1234  0.30
60 H 1.4809 0.4129 1.8663  0.27
61 H 0.7979 1.4425 -2.9129  0.20
62 H 6.0920 1.5165 0.9308  0.32
63 H 1.5725 1.7869 -6.1529  0.30
64 H 0.2624 -4.2240 -2.9759  0.29
65 H -0.9331 5.7555 2.4857  0.27
66 H 0.1823 0.4131 3.8079  0.36
67 H -0.1840 -0.3513 0.8660  0.20
68 H -4.5946 -1.0868 2.1787  0.45
69 H -3.1268 -4.4431 -2.4196  0.28
70 H -4.4548 -2.1663 -0.7210  0.31
71 H 0.1389 -2.6397 1.6728  0.16
72 H -0.4048 -1.1616 -5.9560  0.27
73 H 5.4812 -1.1091 -4.1574  0.27
74 H -2.6911 -4.1198 0.1931  0.34
75 H 0.7054 -1.3577 -2.4582  0.13
76 H -1.3456 2.6071 1.7199  0.30
77 H 2.1856 2.8627 3.1683  0.30
78 H 0.7688 -5.3780 2.1173  0.27
79 H 4.2829 1.3006 -1.2077  0.33
80 H -1.7353 -4.0642 -1.9593  0.36
81 H 2.6442 0.3640 2.8339  0.22

Entry 6:
DFT (the ωB97M-V functional and the def2-TZVPD basis) results for 29 unconnected molecules or ions with the total composition H58O29 at a distorted geometry.

Output
- strongest force on any atom (Eh/bohr) = 0.042
- orbital gap (eV) = 10.469
- spin multiplicity = 1
- LUMO (eV) = -0.04
- total charge = 0

Last column: Mulliken charge in e.
Atoms and positions in Å:
1 O 8.9640 -12.8256 11.2692  -0.72
2 O 6.7323 -12.9120 14.0628  -0.61
3 O 4.8371 -5.9876 12.2283  -0.62
4 O 5.1220 -5.5509 15.2640  -0.54
5 O 1.1324 -8.8737 19.6128  -0.49
6 O 7.6295 -7.6487 13.2937  -0.64
7 O 0.9091 -8.9417 12.3602  -0.82
8 O 5.8952 -10.8136 20.3394  -0.63
9 O 2.5436 -11.7099 17.6246  -0.38
10 O 5.4542 -16.9847 15.7111  -0.63
11 O 3.5541 -9.7145 12.0473  -0.62
12 O 2.5513 -12.1933 13.4215  -0.58
13 O 3.2170 -7.6317 14.1681  -0.56
14 O 6.6423 -8.9583 17.0780  -0.51
15 O 3.5919 -13.8770 15.3377  -0.52
16 O 6.7012 -14.6593 16.2486  -0.65
17 O 0.7673 -10.3958 14.5822  -0.92
18 O -0.5783 -12.2687 16.4084  -0.72
19 O 4.2559 -9.2966 18.4261  -0.42
20 O 6.0896 -13.3469 11.0392  -0.61
21 O 3.6277 -14.2788 11.4988  -0.59
22 O 7.5277 -10.1329 14.4491  -0.65
23 O 3.5897 -16.5195 13.0475  -0.69
24 O 4.7982 -13.3139 18.8291  -0.59
25 O 7.5492 -6.1181 16.7582  -0.59
26 O 1.5094 -8.6175 16.8040  -0.70
27 O 7.1715 -10.6469 11.3552  -0.59
28 O 4.4149 -10.7672 15.7465  0.13
29 O -0.3334 -11.6690 18.9729  -0.66
30 H 5.0074 -10.6880 16.5353  0.14
31 H 5.8118 -16.0938 15.9286  0.40
32 H 3.2147 -11.1466 17.2943  0.23
33 H -0.1305 -11.5885 15.8711  0.43
34 H 6.1841 -17.6170 15.7866  0.29
35 H 7.6037 -9.4576 13.7193  0.31
36 H -0.6288 -11.8862 18.0586  0.42
37 H 6.6604 -14.0571 17.0072  0.36
38 H 8.0239 -7.1105 14.0027  0.29
39 H 7.0807 -12.0003 13.9448  0.24
40 H 2.3218 -9.0445 17.1325  0.27
41 H 8.4306 -10.3541 14.6958  0.27
42 H 1.6421 -10.8900 14.5956  0.44
43 H 4.3890 -14.4323 15.4790  0.19
44 H 1.2651 -8.2199 12.9393  0.31
45 H 3.9037 -12.9970 18.6899  0.29
46 H 3.3326 -11.7598 12.9841  0.21
47 H 8.2760 -5.5602 17.0756  0.27
48 H -0.2404 -10.7463 19.0245  0.27
49 H 7.3114 -9.8477 10.8270  0.25
50 H 0.9058 -9.7574 15.3203  0.45
51 H 6.1325 -12.3973 10.7368  0.33
52 H 5.0283 -8.8555 17.9629  0.26
53 H 2.5651 -9.6388 12.0288  0.43
54 H 4.5457 -6.2881 15.1149  0.34
55 H 6.6788 -14.0089 15.5193  0.40
56 H 4.8046 -14.2739 18.8835  0.28
57 H 2.7598 -13.8399 11.4342  0.27
58 H 4.6609 -9.5229 19.2880  0.25
59 H 7.2267 -8.1904 17.1255  0.25
60 H 5.1760 -13.6966 10.9723  0.29
61 H 6.8877 -7.1184 13.0893  0.30
62 H 3.8228 -17.2077 13.6836  0.30
63 H 2.9840 -12.8187 14.0070  0.34
64 H 8.3613 -13.4419 10.8851  0.34
65 H 7.9216 -11.2470 11.2013  0.38
66 H 2.6662 -7.7782 14.9199  0.21
67 H 6.5532 -13.2929 13.2204  0.23
68 H 0.6525 -9.5676 13.0734  0.50
69 H 4.0870 -6.4564 12.6089  0.33
70 H 6.8231 -9.1865 16.1559  0.30
71 H 5.7019 -10.6638 21.2664  0.29
72 H 1.2323 -8.0114 17.5142  0.26
73 H 6.7148 -5.6642 17.0256  0.32
74 H 3.5154 -8.5471 13.9452  0.31
75 H 5.0195 -11.0522 15.0736  -0.07
76 H -0.0115 -13.0456 16.4004  0.33
77 H 3.2796 -13.4190 16.1454  0.26
78 H 1.7233 -9.0726 20.3317  0.24
79 H 8.8787 -12.9116 12.2375  0.32
80 H 5.4536 -5.3528 14.3753  0.28
81 H 0.2504 -8.6419 19.8436  0.28
82 H 3.6372 -10.4864 11.4844  0.23
83 H 3.5021 -15.7030 13.5560  0.33
84 H 5.7403 -11.7425 20.1510  0.31
85 H 3.4074 -15.2378 11.5786  0.35
86 H 4.8094 -5.8533 11.3010  0.25
87 H 1.6860 -11.2636 17.5773  0.17

Entry 7:
DFT (the ωB97M-V functional and the def2-TZVPD basis) results for 2 unconnected molecules or ions with the total composition H5N3 at a distorted geometry.

Output
- strongest force on any atom (Eh/bohr) = 0.056
- orbital gap (alpha / beta) (eV) = 6.029 / 11.064
- spin multiplicity = 1
- LUMO (alpha / beta) (eV) = -0.17 / 1.27
- total charge = 0

Last column: natural (NBO) charge in e.
Atoms and positions in Å:
1 N -0.2946 0.5360 -0.3051  -0.12
2 N -0.7313 0.1976 0.8983  -0.64
3 N 1.0099 0.6208 -0.4331  -0.64
4 H 1.6280 0.0697 0.1624  0.34
5 H -1.7075 -0.0612 0.8798  0.38
6 H 1.3112 0.8072 -1.3755  0.38
7 H -0.1321 -0.3863 1.4851  0.33
8 H -1.0836 -1.7837 -1.3120  -0.04

Entry 8:
DFT (the ωB97M-V functional and the def2-TZVPD basis) results for 2 unconnected molecules or ions with the total composition H5N3 at a distorted geometry.

Output
- strongest force on any atom (Eh/bohr) = 0.066
- orbital gap (alpha / beta) (eV) = 7.906 / 10.251
- <S²> = 2.00
- spin multiplicity = 3
- LUMO (alpha / beta) (eV) = 1.45 / 0.30
- total charge = 0

Last column: Löwdin spin population.
Atoms and positions in Å:
1 N 0.6307 -0.3563 1.0320  0.19
2 N 0.4152 -0.7798 -0.1787  0.65
3 N -0.8999 -0.7838 -0.4465  0.18
4 H -1.1479 -0.8578 -1.3787  0.02
5 H 1.0709 0.8730 -1.8184  0.89
6 H -0.0917 0.2867 1.4459  0.03
7 H -1.3342 -0.1185 0.2050  0.02
8 H 1.5851 0.0294 1.0864  0.02

Computed electronic energy (Ha) in order:
-798.7476; -1196.5708; -1910.9643; -1911.1111; -2063.8726; -2216.8487; -167.0590; -167.0494
Computed relative energy (zero: lowest compared OMol25 entry of this formula, charge and spin) (kJ/mol) in order:
4.8; 112.8; 460.2; 74.9; 374.1; 176.6; 348.0; 206.6